{"formula": "C54H186N12O33", "method": "ωB97M-V/def2-TZVPD", "species": ["C", "C", "C", "O", "C", "N", "H", "H", "H", "H", "H", "H", "H", "H", "H", "H", "H", "C", "C", "C", "O", "C", "N", "H", "H", "H", "H", "H", "H", "H", "H", "H", "H", "H", "C", "C", "C", "O", "C", "N", "H", "H", "H", "H", "H", "H", "H", "H", "H", "H", "H", "C", "C", "C", "O", "C", "N", "H", "H", "H", "H", "H", "H", "H", "H", "H", "H", "H", "C", "C", "C", "O", "C", "N", "H", "H", "H", "H", "H", "H", "H", "H", "H", "H", "H", "C", "C", "C", "O", "C", "N", "H", "H", "H", "H", "H", "H", "H", "H", "H", "H", "H", "C", "C", "C", "O", "C", "N", "H", "H", "H", "H", "H", "H", "H", "H", "H", "H", "H", "C", "C", "C", "O", "C", "N", "H", "H", "H", "H", "H", "H", "H", "H", "H", "H", "H", "C", "C", "C", "O", "C", "N", "H", "H", "H", "H", "H", "H", "H", "H", "H", "H", "H", "C", "C", "C", "O", "C", "N", "H", "H", "H", "H", "H", "H", "H", "H", "H", "H", "H", "C", "C", "C", "O", "C", "N", "H", "H", "H", "H", "H", "H", "H", "H", "H", "H", "H", "C", "C", "C", "O", "C", "N", "H", "H", "H", "H", "H", "H", "H", "H", "H", "H", "H", "O", "H", "H", "O", "H", "H", "O", "H", "H", "O", "H", "H", "O", "H", "H", "O", "H", "H", "O", "H", "H", "O", "H", "H", "O", "H", "H", "O", "H", "H", "O", "H", "H", "O", "H", "H", "O", "H", "H", "O", "H", "H", "O", "H", "H", "C", "O", "H", "H", "H", "H", "C", "O", "H", "H", "H", "H", "C", "O", "H", "H", "H", "H", "C", "O", "H", "H", "H", "H", "C", "O", "H", "H", "H", "H", "C", "O", "H", "H", "H", "H"], "coordinates": [[5.9094, 2.1992, 1.4770], [5.7749, 2.4206, -0.0564], [5.6340, 1.0751, -0.8549], [6.6847, 0.1993, -0.4864], [6.9728, -0.8361, -1.4810], [4.6138, 3.2454, -0.3255], [5.9932, 3.1214, 2.0520], [6.7963, 1.5944, 1.6661], [4.9860, 1.7192, 1.8011], [6.6419, 2.8850, -0.5262], [5.7918, 1.3224, -1.9047], [4.7032, 0.5440, -0.6559], [6.0380, -1.1269, -1.9603], [7.5137, -1.6638, -1.0224], [7.5766, -0.4085, -2.2815], [3.8636, 2.9520, 0.2837], [4.2042, 3.0566, -1.2292], [-8.7132, -2.5581, 0.6816], [-7.9707, -3.8412, 0.4118], [-6.8859, -4.2544, 1.4566], [-5.8384, -3.2566, 1.4107], [-4.8443, -3.4060, 2.4137], [-8.9168, -4.8543, 0.3714], [-9.0225, -2.5812, 1.7265], [-9.6178, -2.3474, 0.1112], [-7.9803, -1.7517, 0.6558], [-7.4790, -3.7398, -0.5557], [-6.5033, -5.2339, 1.1698], [-7.4321, -4.3391, 2.3960], [-4.5704, -4.4168, 2.7158], [-5.0806, -2.8506, 3.3213], [-3.9410, -2.8729, 2.1171], [-8.5369, -5.7428, 0.0776], [-9.5179, -4.5993, -0.3991], [0.7678, 6.9288, -0.0949], [0.4375, 6.6912, -1.5574], [0.3062, 5.1904, -1.8723], [1.5579, 4.5660, -1.7830], [2.4733, 4.8170, -2.8567], [-0.8147, 7.4141, -1.8012], [0.0735, 6.3897, 0.5497], [0.8458, 7.9776, 0.1912], [1.6826, 6.3863, 0.1436], [1.1903, 7.1601, -2.1911], [-0.1794, 4.9230, -2.8107], [-0.3843, 4.7421, -1.1580], [2.8002, 5.8568, -2.8622], [2.0307, 4.5694, -3.8216], [3.3740, 4.2290, -2.6805], [-1.3262, 7.1982, -0.9575], [-1.3627, 6.8285, -2.4151], [-4.3159, 1.0277, 2.8108], [-3.0642, 0.9935, 1.9767], [-3.2350, 1.8516, 0.6931], [-4.4067, 1.4950, -0.0775], [-4.5701, 0.1539, -0.3960], [-1.8988, 1.5004, 2.6988], [-4.5731, 2.0094, 3.2085], [-4.1224, 0.3226, 3.6192], [-5.2375, 0.7009, 2.3291], [-2.8141, -0.0297, 1.6965], [-2.3066, 1.9552, 0.1314], [-3.3000, 2.8894, 1.0200], [-4.7766, -0.5576, 0.4035], [-3.7529, -0.2807, -0.9716], [-5.4494, 0.2525, -1.0326], [-1.1818, 1.1477, 2.0810], [-1.6829, 0.9353, 3.5076], [-2.6815, 8.2454, 1.4387], [-3.6224, 7.2307, 0.7140], [-4.3141, 7.8072, -0.5243], [-5.0611, 6.7129, -1.1403], [-6.0732, 7.2381, -1.9861], [-2.8683, 6.0357, 0.3678], [-2.3409, 7.7360, 2.3402], [-3.1447, 9.1968, 1.7000], [-1.8780, 8.5482, 0.7672], [-4.4461, 6.8538, 1.3203], [-3.5916, 8.2128, -1.2326], [-5.0297, 8.5663, -0.2086], [-5.6726, 8.0611, -2.5781], [-6.9530, 7.5646, -1.4316], [-6.3822, 6.4835, -2.7094], [-3.5229, 5.3936, -0.0556], [-2.5820, 5.5271, 1.1922], [2.2588, -6.5649, 3.2619], [2.2270, -6.1715, 1.7940], [1.4760, -7.1960, 1.0187], [1.8903, -8.4978, 1.2518], [0.9167, -9.4330, 0.8245], [1.4903, -4.9311, 1.8292], [1.3118, -6.6207, 3.7987], [2.9027, -5.9079, 3.8465], [2.7548, -7.5259, 3.3986], [3.1898, -5.9362, 1.3403], [1.5788, -7.0704, -0.0592], [0.4269, -6.9300, 1.1480], [1.3087, -10.3716, 1.2161], [0.8722, -9.3974, -0.2640], [-0.0544, -9.1449, 1.2271], [0.5723, -5.0588, 2.2306], [1.2905, -4.6481, 0.8805], [1.1405, 3.7014, 1.9272], [2.2725, 2.7120, 2.3976], [2.0778, 1.9368, 3.7070], [1.7527, 2.8177, 4.7857], [1.5790, 2.0903, 6.0270], [2.4919, 1.7894, 1.2547], [1.4193, 4.1318, 0.9654], [1.0427, 4.5419, 2.6144], [0.1911, 3.1703, 1.8590], [3.1714, 3.3205, 2.4971], [2.9984, 1.4177, 3.9737], [1.1969, 1.3091, 3.5727], [1.5242, 2.8407, 6.8157], [2.3951, 1.4447, 6.3514], [0.6288, 1.5620, 6.1051], [2.9946, 1.0013, 1.6372], [1.5747, 1.3739, 1.1760], [-1.5517, -4.4807, 7.9645], [-1.6183, -5.2923, 6.6623], [-3.0162, -5.9016, 6.5953], [-3.3412, -6.7396, 7.6613], [-4.6007, -7.3322, 7.3844], [-1.3403, -4.3486, 5.5589], [-0.5892, -3.9706, 7.9247], [-1.5741, -5.0961, 8.8639], [-2.2797, -3.6727, 8.0365], [-0.8630, -6.0767, 6.6138], [-2.9532, -6.4195, 5.6383], [-3.6806, -5.0377, 6.6127], [-5.4015, -6.6487, 7.6669], [-4.7439, -8.2382, 7.9733], [-4.7488, -7.6330, 6.3472], [-0.5853, -3.7644, 5.8886], [-2.0351, -3.6156, 5.5503], [5.7203, 0.3334, 6.5470], [6.4678, -0.1039, 5.2631], [7.8135, -0.8759, 5.5939], [8.7088, -0.1038, 6.4159], [9.9662, -0.8576, 6.6978], [5.6313, -1.0766, 4.5286], [4.8726, 0.9960, 6.3722], [6.3845, 1.0206, 7.0712], [5.3690, -0.4988, 7.1569], [6.6082, 0.7384, 4.5857], [8.2926, -1.1603, 4.6570], [7.6092, -1.7817, 6.1647], [10.7121, -0.2437, 7.2026], [10.5015, -1.2176, 5.8193], [9.7431, -1.7542, 7.2761], [6.1497, -1.2748, 3.6848], [4.8207, -0.6243, 4.1304], [0.5023, 0.2331, -8.8896], [-0.6018, -0.1751, -9.8874], [-1.1381, -1.6344, -9.6696], [-0.1085, -2.5118, -9.6472], [-0.4849, -3.9280, -9.6652], [-1.6644, 0.8222, -9.7913], [0.0523, 0.3522, -7.9040], [0.7983, 1.2166, -9.2545], [1.2837, -0.5082, -8.7221], [-0.1470, -0.1534, -10.8777], [-1.7329, -1.9105, -10.5403], [-1.6564, -1.7837, -8.7225], [-0.9226, -4.2756, -8.7293], [0.4115, -4.5251, -9.8327], [-1.0262, -4.1936, -10.5733], [-1.9313, 0.9032, -8.8206], [-2.5449, 0.4996, -10.1665], [0.4436, -3.0529, -6.1489], [0.6433, -2.0662, -4.9816], [-0.2359, -2.4166, -3.8019], [-1.5393, -2.0289, -4.1864], [-2.5090, -2.3631, -3.2623], [2.0641, -2.1702, -4.6654], [0.7990, -2.6396, -7.0928], [-0.6041, -3.1627, -6.4287], [0.8046, -4.0491, -5.8932], [0.4084, -1.0610, -5.3314], [0.1131, -1.9470, -2.8823], [-0.1554, -3.4829, -3.5906], [-2.2609, -3.1884, -2.5949], [-3.3712, -2.6804, -3.8488], [-2.8132, -1.4750, -2.7084], [2.5804, -2.1043, -5.5309], [2.3688, -1.4216, -4.0596], [-0.4246, 1.4018, -2.7311], [0.1842, 1.3616, -1.3264], [0.0562, 0.0408, -0.6290], [0.3834, 0.2228, 0.7434], [0.2536, -0.9454, 1.5425], [1.5851, 1.7305, -1.4201], [-1.4545, 1.0798, -2.5773], [-0.0324, 0.7537, -3.5149], [-0.4593, 2.4588, -2.9951], [-0.2848, 2.1631, -0.7556], [0.6595, -0.7278, -1.1122], [-1.0137, -0.1552, -0.6994], [0.9309, -1.6958, 1.1347], [-0.7919, -1.2457, 1.6133], [0.6437, -0.7379, 2.5389], [1.9295, 1.6098, -0.4784], [1.5429, 2.7351, -1.5152], [2.0516, -4.9224, -3.0136], [2.1928, -4.1371, -3.5423], [2.5072, -5.6170, -3.4893], [4.5127, -3.5977, 4.9777], [3.7864, -3.2554, 4.4566], [5.2302, -2.9836, 4.8219], [2.8931, -0.0954, -3.0245], [3.6520, 0.3976, -3.3364], [2.4005, 0.5319, -2.4953], [-1.4013, -0.0482, 5.5042], [-1.2201, 0.4127, 6.3233], [-0.6180, -0.5755, 5.3472], [3.8272, -0.9733, 1.4506], [3.5352, -1.2189, 0.5727], [4.7738, -1.1145, 1.4369], [-1.3694, -5.1490, 2.7120], [-2.0814, -5.7704, 2.8637], [-1.1978, -4.7659, 3.5722], [-2.9270, 5.5565, -2.9725], [-3.5273, 5.9981, -2.3719], [-3.2566, 4.6593, -3.0247], [2.5224, -2.6687, 3.3363], [2.2153, -3.3981, 2.7978], [2.8568, -2.0298, 2.7069], [0.8902, -1.2648, 5.3643], [1.0536, -1.6828, 6.2097], [1.4116, -1.7712, 4.7414], [-2.1137, 4.3848, 2.6106], [-1.6102, 4.7424, 3.3420], [-2.2426, 3.4635, 2.8358], [4.8233, 1.3209, -4.2246], [5.4977, 0.9190, -4.7722], [5.0235, 2.2567, -4.2453], [-1.5480, -3.6301, 0.1773], [-0.6977, -3.6473, -0.2619], [-1.4159, -4.1404, 0.9763], [-4.2510, -3.3285, -0.9869], [-3.3328, -3.3468, -0.7170], [-4.7337, -3.1371, -0.1828], [3.1732, -2.0175, -1.0527], [3.8244, -2.6739, -1.3004], [3.1336, -1.4239, -1.8026], [0.9568, -3.7879, -0.7925], [1.7318, -3.2367, -0.6838], [1.0881, -4.2231, -1.6349], [-1.9936, 1.1479, -6.1422], [-2.5392, 2.1311, -7.0943], [-1.0022, 1.4419, -5.7975], [-2.7261, 1.2629, -5.3433], [-2.0952, 0.1244, -6.5029], [-2.6518, 2.9530, -6.6112], [1.8766, 1.6345, -5.9807], [3.1673, 1.2751, -6.4517], [1.2417, 2.0589, -6.7585], [1.3520, 0.8756, -5.4002], [2.0042, 2.3399, -5.1596], [3.7837, 1.3747, -5.7224], [-4.2350, -1.6327, 6.1103], [-3.2150, -1.9732, 5.1917], [-4.7554, -0.7077, 5.8620], [-4.9879, -2.3981, 6.2986], [-3.6616, -1.4170, 7.0118], [-2.5985, -1.2427, 5.1026], [-5.6048, 3.3560, -2.8216], [-4.3352, 3.1543, -2.2065], [-6.2737, 2.4963, -2.8614], [-6.1794, 4.1335, -2.3182], [-5.4168, 3.6899, -3.8421], [-4.5637, 2.6260, -1.4382], [5.2807, 6.5269, -0.9302], [5.7424, 5.7148, 0.1594], [4.2096, 6.3670, -1.0542], [5.3714, 7.6036, -0.7864], [5.8170, 6.2990, -1.8513], [5.3877, 4.8455, -0.0410], [-0.4595, 4.5586, -5.8088], [-1.8328, 4.2587, -5.4902], [-0.1793, 4.1941, -6.7971], [-0.3528, 5.6429, -5.8388], [0.1835, 4.0453, -5.0937], [-2.0921, 4.7566, -4.7115]], "lowdin_charge": [-0.023, -0.363, -0.198, -0.208, -0.060, 0.056, 0.084, 0.075, 0.049, 0.137, 0.099, 0.105, 0.068, 0.088, 0.081, 0.043, 0.057, -0.055, -0.500, -0.143, -0.217, -0.095, 0.021, 0.080, 0.081, 0.073, 0.136, 0.125, 0.127, 0.088, 0.073, 0.080, 0.081, 0.082, -0.057, -0.410, -0.192, -0.235, -0.064, 0.055, 0.066, 0.087, 0.063, 0.123, 0.101, 0.127, 0.079, 0.074, 0.067, 0.006, 0.024, -0.029, -0.416, -0.127, -0.205, -0.095, 0.072, 0.092, 0.064, 0.082, 0.122, 0.113, 0.111, 0.078, 0.077, 0.106, 0.046, 0.056, -0.031, -0.411, -0.166, -0.230, -0.105, 0.053, 0.073, 0.071, 0.063, 0.134, 0.124, 0.125, 0.091, 0.090, 0.077, 0.063, 0.023, -0.043, -0.399, -0.252, -0.178, -0.088, 0.035, 0.084, 0.072, 0.076, 0.149, 0.127, 0.123, 0.094, 0.085, 0.086, 0.041, 0.039, -0.014, -0.354, -0.175, -0.167, -0.085, 0.022, 0.059, 0.079, 0.057, 0.125, 0.120, 0.112, 0.086, 0.074, 0.057, 0.040, 0.030, -0.054, -0.387, -0.244, -0.153, -0.105, 0.052, 0.067, 0.082, 0.078, 0.143, 0.122, 0.127, 0.088, 0.088, 0.084, 0.059, 0.041, -0.046, -0.367, -0.183, -0.199, -0.070, 0.022, 0.051, 0.075, 0.086, 0.126, 0.114, 0.122, 0.080, 0.074, 0.079, 0.074, 0.065, -0.051, -0.399, -0.251, -0.213, -0.066, 0.051, 0.045, 0.085, 0.078, 0.130, 0.118, 0.122, 0.079, 0.081, 0.082, 0.026, 0.068, -0.044, -0.407, -0.201, -0.170, -0.113, 0.053, 0.067, 0.072, 0.082, 0.112, 0.106, 0.117, 0.079, 0.097, 0.071, 0.082, 0.014, -0.006, -0.410, -0.154, -0.241, -0.054, 0.070, 0.078, 0.067, 0.076, 0.127, 0.118, 0.125, 0.081, 0.090, 0.074, 0.030, 0.050, -0.048, 0.002, 0.057, -0.098, -0.046, -0.031, -0.077, 0.003, -0.006, -0.047, 0.060, -0.018, -0.044, 0.003, 0.056, -0.061, 0.051, -0.001, -0.047, 0.012, 0.011, -0.067, 0.007, 0.001, -0.029, 0.069, 0.018, -0.069, 0.050, -0.013, -0.025, 0.090, 0.086, -0.056, -0.020, -0.005, -0.056, -0.022, -0.014, -0.039, 0.077, 0.006, -0.066, 0.012, 0.011, -0.110, -0.159, 0.051, 0.078, 0.074, 0.027, -0.159, -0.111, 0.069, 0.043, 0.063, 0.003, -0.148, -0.171, 0.072, 0.081, 0.073, 0.011, -0.134, -0.130, 0.081, 0.066, 0.084, 0.027, -0.158, -0.147, 0.050, 0.074, 0.070, -0.020, -0.108, -0.136, 0.084, 0.090, 0.043, 0.039], "homo_lumo_gap_ev": 8.26}